(1)
{"formula": "C3H7NS", "method": "ωB97M-V/def2-TZVPD", "elements": ["C", "C", "N", "S", "C", "H", "H", "H", "H", "H", "H", "H"], "positions_angstrom": [[-1.659396, -1.337841, 1.037856], [-0.310403, -0.580525, 1.016264], [-0.341822, 0.590390, 0.575399], [1.337616, 1.310996, 0.272522], [1.448052, 1.310927, -1.555055], [-2.207795, -0.462805, 0.767405], [-1.449628, -2.229264, 0.380273], [-1.862950, -1.568757, 2.087573], [0.639885, -1.043322, 1.362831], [2.384696, 1.775368, -1.988332], [0.615055, 1.868782, -1.976883], [1.406691, 0.366051, -1.979851]], "forces_ev_per_angstrom": [[3.06, 0.45, 0.82], [0.32, -1.40, 0.78], [1.66, 1.52, -1.71], [-0.60, -0.33, 0.22], [0.08, 1.92, 0.03], [-1.66, -0.42, -0.95], [-1.15, 0.97, 0.57], [-0.19, -0.54, -0.29], [-0.53, -0.02, -0.37], [-0.83, -0.27, 1.24], [-0.08, 0.19, 0.11], [-0.08, -2.09, -0.44]], "nbo_charge": [-0.678, 0.141, -0.537, 0.281, -0.752, 0.248, 0.236, 0.223, 0.166, 0.242, 0.221, 0.207], "homo_energy_ev": -8.56, "fmax_ev_per_a": 3.2, "e_above_lowest_kcal_mol": 36.88, "spin_multiplicity": 1, "smiles": "C/C=N/SC", "orbital_gap_ha": 0.3542}

(2)
{"formula": "C3H7NS", "method": "ωB97M-V/def2-TZVPD", "elements": ["C", "C", "C", "N", "S", "H", "H", "H", "H", "H", "H", "H"], "positions_angstrom": [[0.263973, 1.347442, -1.605899], [0.557440, 0.012394, -1.316431], [-0.077295, -0.483506, 0.019465], [-0.381936, -1.746000, 0.235544], [-0.216625, 0.454322, 1.419552], [-0.703241, 1.393382, -2.179531], [-0.075851, 1.817537, -0.546576], [1.071109, 2.254941, -2.016513], [0.464102, -0.901266, -1.984739], [1.635498, 0.122526, -0.927726], [0.208447, -2.654732, -0.300754], [-0.925226, -2.337524, 1.011380]], "forces_ev_per_angstrom": [[-2.65, 7.41, -0.26], [3.44, -5.03, 2.99], [0.12, 1.57, 2.49], [0.79, -8.41, -1.55], [-0.31, 0.38, -1.01], [1.01, 0.51, 0.07], [0.92, -0.80, -2.28], [-2.07, -3.40, 0.84], [0.20, 1.67, 0.00], [-0.94, -1.12, -0.75], [-2.22, 3.91, 1.14], [1.71, 3.31, -1.68]], "nbo_charge": [-0.654, -0.500, 0.162, -0.798, -0.210, 0.210, 0.267, 0.231, 0.220, 0.251, 0.373, 0.449], "homo_energy_ev": -8.05, "fmax_ev_per_a": 8.6, "e_above_lowest_kcal_mol": 62.78, "spin_multiplicity": 1, "smiles": "CCC(N)=S", "orbital_gap_ha": 0.3092}

(3)
{"formula": "C3H7NS2", "method": "ωB97M-V/def2-TZVPD", "elements": ["C", "C", "C", "H", "H", "H", "H", "H", "H", "H", "N", "S", "S"], "positions_angstrom": [[0.813739, -0.934907, 0.945212], [-0.007273, -0.412876, -0.312706], [-1.363628, -0.000078, -0.272730], [1.861155, -1.587652, 0.744735], [0.252075, -1.623798, 1.685371], [0.873508, 0.230797, 1.354169], [0.001743, -1.196250, -0.946570], [0.472146, 0.987100, -1.777593], [1.694572, 0.949047, -0.780658], [-0.780084, 2.224260, -0.059798], [0.733253, 0.781186, -0.816664], [-1.834017, 1.538637, 0.445312], [-2.717194, -0.955463, -0.208074]], "forces_ev_per_angstrom": [[-0.02, 1.40, 1.59], [4.40, 1.08, 0.42], [-4.80, 0.36, 3.56], [-2.83, 2.51, 0.00], [0.50, 1.47, -1.34], [0.93, -3.40, 0.21], [0.26, -2.64, -2.75], [-0.15, -0.07, 0.17], [1.74, -0.77, 0.74], [-0.11, 0.11, 0.44], [-2.00, 0.03, -1.23], [0.96, 0.51, -0.92], [1.11, -0.56, -0.87]], "nbo_charge": [-0.622, -0.192, -0.235, 0.243, 0.237, 0.232, 0.213, 0.366, 0.384, 0.140, -0.871, 0.089, 0.017], "homo_energy_ev": -8.53, "fmax_ev_per_a": 6.0, "e_above_lowest_kcal_mol": 64.35, "spin_multiplicity": 1, "orbital_gap_ha": 0.2908}

(4)
{"formula": "C3H7NS2", "method": "ωB97M-V/def2-TZVPD", "elements": ["N", "C", "C", "C", "S", "S", "H", "H", "H", "H", "H", "H", "H"], "positions_angstrom": [[2.088350, 0.184482, -0.214691], [0.821154, -0.188282, 0.655708], [-0.277210, -0.148752, -0.560928], [-1.656686, -0.114866, -0.284578], [-2.461846, -1.519481, 0.021091], [-2.239794, 1.566075, -0.019357], [2.014755, -0.485096, -1.110017], [3.047271, -0.128237, 0.463312], [1.000824, -1.169147, 1.437015], [0.717238, 0.807889, 1.243455], [-0.035154, -0.954961, -1.262316], [0.273300, 0.720284, -1.201690], [-3.292198, 1.430096, 0.832992]], "forces_ev_per_angstrom": [[1.76, -3.56, 1.72], [1.27, 1.02, -0.19], [5.97, 1.00, -1.67], [-3.16, -0.10, 2.06], [0.07, 1.12, -0.28], [0.14, -0.43, 0.03], [0.91, 1.53, 2.78], [-3.58, 0.90, -3.01], [-1.02, 2.66, -2.62], [-0.28, -2.06, -0.50], [-0.27, -0.51, 0.56], [-2.11, -1.09, 1.65], [0.31, -0.49, -0.52]], "nbo_charge": [-0.867, -0.206, -0.564, -0.241, 0.032, 0.057, 0.353, 0.367, 0.214, 0.209, 0.237, 0.258, 0.152], "homo_energy_ev": -8.80, "fmax_ev_per_a": 6.3, "e_above_lowest_kcal_mol": 74.38, "spin_multiplicity": 1, "smiles": "NCCC(=S)S", "orbital_gap_ha": 0.3026}